# 1
DFT (ωB97M-V with the def2-TZVPD basis set) results for a structure of composition C43H27Cl2N3OPdS2 in a non-equilibrium geometry.

```
! RIJCOSX wB97M-V def2-TZVPD def2/J DEFGRID3
* xyz 0 1
Pd -0.614 0.246 -0.197
Cl -4.797 3.109 -1.056
C -3.266 3.894 -0.753
C -3.207 5.289 -0.877
C -2.034 5.953 -0.679
Cl -1.987 7.690 -0.840
C -0.857 5.236 -0.348
C 0.405 5.838 -0.150
C 1.487 5.058 0.145
C 1.306 3.667 0.256
N 0.148 3.080 0.095
C -0.932 3.830 -0.212
C -2.173 3.097 -0.417
O -2.226 1.825 -0.306
H -4.104 5.833 -1.138
H 0.499 6.911 -0.244
H 2.469 5.488 0.293
H 2.155 3.026 0.482
S -7.777 -1.816 0.337
C -8.792 -0.461 0.558
C -8.079 0.695 0.628
C -6.680 0.479 0.502
C -6.359 -0.840 0.339
C -5.020 -1.425 0.190
C -3.909 -0.583 -0.069
N -2.686 -1.042 -0.192
C -2.457 -2.357 -0.078
C -3.475 -3.278 0.164
C -3.154 -4.673 0.282
C -1.882 -5.097 0.147
C -0.818 -4.167 -0.120
C 0.511 -4.586 -0.293
C 1.483 -3.668 -0.590
C 1.089 -2.319 -0.682
N -0.135 -1.884 -0.488
C -1.100 -2.802 -0.224
C 2.902 -3.995 -0.786
C 3.880 -3.192 -1.310
C 5.153 -3.821 -1.338
C 5.119 -5.085 -0.835
S 3.549 -5.517 -0.322
C -4.780 -2.774 0.300
H -9.862 -0.589 0.619
H -8.530 1.669 0.762
H -5.947 1.272 0.539
H -4.003 0.492 -0.179
H -3.957 -5.374 0.477
H -1.633 -6.148 0.230
H 0.741 -5.643 -0.204
H 1.819 -1.563 -0.917
H 3.709 -2.188 -1.681
H 6.049 -3.350 -1.718
H 5.935 -5.785 -0.737
H -5.587 -3.470 0.507
C 6.149 1.548 -1.701
C 5.314 1.257 -2.770
C 3.967 1.005 -2.553
C 3.424 1.028 -1.266
C 4.274 1.339 -0.201
C 5.618 1.594 -0.417
C 1.984 0.758 -1.109
C 1.272 0.568 -0.014
C 1.681 0.314 1.380
C 2.733 -0.570 1.647
C 3.056 -0.913 2.949
C 2.327 -0.381 4.007
C 1.281 0.492 3.753
C 0.952 0.835 2.449
H 7.200 1.751 -1.866
H 5.710 1.233 -3.778
H 3.317 0.790 -3.395
H 3.880 1.398 0.809
H 6.255 1.837 0.425
H 1.412 0.745 -2.033
H 3.308 -0.986 0.827
H 3.876 -1.596 3.136
H 2.577 -0.651 5.026
H 0.710 0.909 4.574
H 0.137 1.515 2.248
*
```

Properties
HOMO level: -6.77 eV
energy relative to the best compared isomer or geometry (same formula, charge and spin): 1.0359 eV
energy: -101742.7718 eV
max |F|: 1.48 eV Å⁻¹

Here are the Mulliken charges for atoms 1 to 2, given in e:
1. Pd -0.386
2. Cl -0.227


# 2
DFT (ωB97M-V with the def2-TZVPD basis set) results for a structure of composition C43H30Co2N3O7 in a non-equilibrium geometry.

```
! RIJCOSX wB97M-V def2-TZVPD def2/J DEFGRID3
* xyz -1 1
C -0.680 3.379 1.427
O -0.634 2.301 2.397
C -1.171 1.083 2.117
C -2.509 1.007 1.509
C -2.765 0.229 0.353
C -4.079 -0.004 -0.051
C -5.138 0.544 0.681
C -4.876 1.433 1.729
C -3.565 1.768 2.044
C -0.300 -0.016 2.160
N -0.644 -1.321 1.974
C -1.874 -2.001 2.056
C -2.045 -3.052 1.155
C -3.304 -3.637 1.034
C -4.334 -3.250 1.900
C -4.108 -2.274 2.880
C -2.865 -1.654 2.982
N 0.440 -2.093 1.634
C 1.477 -1.290 1.680
C 2.845 -1.744 1.470
C 3.974 -1.123 2.048
C 5.233 -1.703 1.898
C 5.376 -2.906 1.192
C 4.256 -3.524 0.609
C 2.998 -2.944 0.742
N 1.094 0.009 2.033
C 1.884 1.158 1.748
C 2.137 2.085 2.751
C 3.000 3.149 2.480
C 3.562 3.280 1.208
C 3.261 2.367 0.196
C 2.410 1.293 0.468
H 0.110 4.063 1.749
H -0.455 3.001 0.417
H -1.666 3.859 1.470
H -1.914 -0.153 -0.215
H -4.275 -0.640 -0.916
H -6.165 0.264 0.447
H -5.696 1.852 2.317
H -3.340 2.579 2.742
H -1.206 -3.330 0.520
H -3.464 -4.401 0.276
H -5.313 -3.739 1.830
H -4.913 -2.008 3.571
H -2.654 -0.908 3.749
H 3.849 -0.196 2.607
H 6.101 -1.217 2.347
H 6.362 -3.367 1.101
H 4.360 -4.460 0.061
H 2.106 -3.397 0.307
H 1.677 1.949 3.734
H 3.225 3.859 3.275
H 4.247 4.103 1.001
H 3.700 2.456 -0.796
H 2.171 0.541 -0.289
O 0.790 1.949 11.198
C 0.329 2.070 10.146
Co -0.462 2.227 8.592
C -1.467 0.809 8.813
O -2.166 -0.085 9.031
C -1.800 3.314 8.969
O -2.740 3.900 9.303
C 0.070 1.852 6.687
C -0.642 2.500 5.693
C -1.688 2.282 4.850
C -2.853 3.150 5.010
C -4.141 2.584 5.175
C -5.255 3.392 5.376
C -5.107 4.783 5.471
C -3.839 5.359 5.319
C -2.728 4.557 5.054
Co 0.347 3.604 6.758
C 1.300 3.831 8.332
O 2.106 4.321 9.008
C -0.682 4.978 7.233
O -1.220 5.958 7.530
C 1.239 4.525 5.557
O 1.702 5.211 4.745
H 0.684 0.969 6.496
H -1.831 1.286 4.414
H -4.225 1.494 5.152
H -6.237 2.927 5.463
H -5.978 5.413 5.659
H -3.710 6.440 5.391
H -1.757 5.007 4.838
*
```

Properties
HOMO level: -3.79 eV
energy: -139131.0474 eV
max |F|: 4.56 eV Å⁻¹

Here are the Mulliken charges for atoms 1 to 2, given in e:
1. C -1.076
2. O 0.853


# 3
DFT (ωB97M-V with the def2-TZVPD basis set) results for a structure of composition C43H33BrClIN9O6SY in a non-equilibrium geometry.

```
! RIJCOSX wB97M-V def2-TZVPD def2/J DEFGRID3
* xyz -2 1
Y 0.639 0.733 0.178
N -1.321 -2.275 3.836
C -1.425 -1.250 2.906
S -0.103 -0.134 2.907
N -2.567 -1.284 2.213
N -2.752 -0.320 1.371
C -3.810 -0.373 0.604
C -4.666 -1.541 0.519
C -6.054 -1.391 0.619
C -6.798 -2.624 0.511
C -6.258 -3.892 0.321
C -4.896 -3.947 0.105
C -4.111 -2.821 0.330
C -4.096 0.739 -0.342
C -4.283 0.361 -1.699
C -4.430 1.371 -2.649
C -4.460 2.682 -2.226
C -4.373 2.954 -0.819
N -4.177 2.025 0.136
H -0.442 -2.429 4.249
H -2.174 -2.821 4.011
H -6.483 -0.376 0.716
H -7.889 -2.592 0.531
H -6.888 -4.739 0.182
H -4.348 -4.873 -0.040
H -3.039 -2.890 0.212
H -4.342 -0.648 -1.963
H -4.591 1.146 -3.725
H -4.505 3.484 -2.901
H -4.511 4.002 -0.469
Br 0.308 3.465 -1.974
C -0.782 2.539 -3.219
C -1.156 3.246 -4.366
C -1.902 2.659 -5.424
C -2.318 1.337 -5.206
C -1.928 0.578 -4.075
C -2.287 -0.837 -3.910
C -1.864 -1.542 -2.829
C -0.998 -0.928 -1.871
C -0.584 0.347 -1.949
C -1.112 1.138 -3.048
H -0.682 4.240 -4.452
H -2.102 3.192 -6.320
H -2.945 0.809 -5.944
H -3.003 -1.295 -4.644
H -2.133 -2.633 -2.632
H -0.565 -1.553 -1.106
Cl 3.344 -1.743 -2.479
C 4.416 -0.889 -1.424
C 5.627 -1.532 -1.205
C 6.548 -0.948 -0.330
C 6.286 0.265 0.221
C 5.120 0.991 -0.141
C 4.068 0.415 -0.941
C 2.803 1.102 -1.183
H 5.740 -2.526 -1.598
H 7.483 -1.446 -0.103
H 6.940 0.660 0.996
H 4.959 1.940 0.333
H 2.260 0.641 -2.068
H 2.877 2.167 -1.269
N -2.245 2.689 2.522
C -1.718 3.095 1.408
O -0.939 2.371 0.782
C -1.810 4.548 0.904
I -3.149 5.704 2.007
H -2.041 1.734 2.693
H -2.735 3.290 3.209
H -2.254 4.507 -0.132
H -0.861 5.038 1.011
O 1.089 -3.514 -0.166
C 1.706 -2.532 0.218
O 1.399 -1.270 0.114
C 3.104 -2.825 0.821
C 3.598 -2.011 1.819
C 4.766 -2.391 2.530
C 5.479 -3.485 2.166
C 4.999 -4.284 1.126
C 3.805 -3.977 0.470
N 5.813 -5.472 0.750
O 5.372 -6.248 -0.086
O 6.876 -5.574 1.281
H 3.055 -1.158 2.090
H 5.004 -1.767 3.398
H 6.390 -3.802 2.681
H 3.316 -4.558 -0.259
N 3.852 1.872 2.668
C 2.660 2.548 2.499
O 1.867 2.125 1.611
C 2.437 3.650 3.324
C 1.386 4.547 3.159
N 0.539 5.267 2.952
C 3.304 3.961 4.415
N 3.957 4.329 5.287
H 4.178 1.305 1.925
H 4.542 2.149 3.333
*
```

Properties
HOMO level: -2.10 eV
energy relative to the best compared isomer or geometry (same formula, charge and spin): 0.8330 eV
energy: -173369.5537 eV
max |F|: 3.58 eV Å⁻¹

Here are the Mulliken charges for atoms 1 to 2, given in e:
1. Y 0.212
2. N -0.430


# 4
DFT (ωB97M-V with the def2-TZVPD basis set) results for a structure of composition C43H33Ge2MoNO4.

```
! RIJCOSX wB97M-V def2-TZVPD def2/J DEFGRID3
* xyz -1 2
Mo -0.581 1.335 0.503
O -0.251 0.638 7.506
C 0.294 -0.167 6.734
O 0.958 -1.197 6.944
C 0.115 0.174 5.226
C 0.667 -0.643 4.248
C 0.498 -0.329 2.916
N -0.195 0.750 2.526
C -0.741 1.547 3.467
C -0.601 1.293 4.813
C -1.518 2.728 2.930
O -1.992 3.559 3.665
O -1.599 2.743 1.616
H 1.224 -1.516 4.559
H 0.921 -0.939 2.130
H -1.047 1.949 5.547
C 3.132 1.468 1.140
Ge 1.878 0.785 -0.239
C 2.407 -1.119 -0.389
C 3.707 -1.444 -0.776
C 4.109 -2.765 -0.915
C 3.212 -3.795 -0.662
C 1.916 -3.493 -0.271
C 1.521 -2.166 -0.141
C 2.598 1.600 -1.907
C 3.302 2.774 -1.805
C 3.831 3.436 -2.938
C 3.654 2.910 -4.183
C 2.930 1.704 -4.351
C 2.703 1.161 -5.641
C 1.974 0.018 -5.802
C 1.436 -0.638 -4.673
C 1.646 -0.137 -3.420
C 2.398 1.048 -3.212
H 4.167 1.323 0.824
H 2.974 0.919 2.069
H 2.976 2.528 1.352
H 4.418 -0.652 -0.989
H 5.122 -2.992 -1.223
H 3.524 -4.827 -0.767
H 1.210 -4.289 -0.064
H 0.499 -1.939 0.150
H 3.472 3.218 -0.831
H 4.383 4.359 -2.807
H 4.057 3.404 -5.060
H 3.120 1.677 -6.499
H 1.801 -0.386 -6.792
H 0.845 -1.535 -4.802
H 1.219 -0.649 -2.567
C -1.400 -0.001 -0.218
Ge -2.384 0.189 -1.859
C -1.591 1.931 -2.286
C -1.703 2.894 -1.266
C -0.909 4.046 -1.278
C -0.039 4.267 -2.333
C 0.032 3.349 -3.373
C -0.717 2.181 -3.342
C -4.308 0.347 -1.610
C -4.924 -0.247 -0.512
C -6.296 -0.144 -0.330
C -7.066 0.560 -1.245
C -6.462 1.164 -2.339
C -5.090 1.059 -2.518
C -1.938 -1.195 -3.158
C -1.170 -2.290 -2.772
C -0.888 -3.313 -3.668
C -1.377 -3.251 -4.965
C -2.138 -2.161 -5.366
C -2.417 -1.141 -4.466
H -2.468 2.796 -0.499
H -0.996 4.753 -0.463
H 0.587 5.150 -2.347
H 0.713 3.525 -4.196
H -0.594 1.450 -4.133
H -4.324 -0.780 0.218
H -6.762 -0.604 0.532
H -8.135 0.647 -1.099
H -7.059 1.725 -3.048
H -4.626 1.553 -3.366
H -0.777 -2.341 -1.762
H -0.280 -4.151 -3.350
H -1.162 -4.048 -5.667
H -2.516 -2.106 -6.380
H -3.023 -0.302 -4.794
*
```

Properties
HOMO level (alpha / beta): -5.56 / -5.56 eV
energy relative to the best compared isomer or geometry (same formula, charge and spin): 0.0097 eV
energy: -169696.4313 eV
max |F|: 0.15 eV Å⁻¹

Here are the Mulliken charges for atoms 1 to 2, given in e:
1. Mo 0.084
2. O -0.716